149
Properties=species:S:1:pos:R:3:forces:R:3:lowdin_charge:R:1 method="wB97M-V/def2-TZVPD" homo_lumo_gap_ev=9.73 relative_energy_kcal_mol=29.8 charge=0 e_lumo_ha=0.0193 energy_ev=-103393.5441
N 3.39022 3.45118 5.35632 1.259 -0.256 -0.066 0.07
C 2.16641 3.02709 5.56019 -0.723 -0.346 0.009 -0.18
C 1.61908 2.79594 6.79792 1.169 0.343 1.503 -0.05
C 2.44095 2.97068 7.91845 0.076 -0.070 0.568 -0.08
C 3.76294 3.40582 7.75659 -0.598 -0.532 -0.296 -0.06
C 4.16798 3.57327 6.42151 -0.760 0.712 1.535 -0.16
H 1.61316 2.78826 4.69134 -0.776 0.113 -0.755 0.06
H 0.60909 2.53368 6.97744 -0.876 -0.455 -0.372 0.08
H 2.04515 2.72078 8.92162 0.239 0.384 -0.648 0.11
H 4.43662 3.59042 8.62306 -0.534 -0.248 -0.931 0.11
H 5.13036 3.95773 6.28255 1.490 0.373 -0.575 0.08
N -2.25867 -2.91098 2.42625 -0.180 -1.684 0.236 0.08
C -1.58526 -1.89171 2.84540 0.043 2.336 1.224 -0.17
C -0.21715 -1.84087 3.16827 0.004 1.083 1.061 -0.05
C 0.45210 -2.99293 3.01795 0.009 -2.046 -0.585 -0.09
C -0.23732 -4.12815 2.55540 0.449 0.762 0.591 -0.08
C -1.57142 -4.08164 2.36317 -1.099 0.711 -1.147 -0.12
H -2.18085 -1.00884 3.08549 0.151 0.097 -0.453 0.10
H 0.29030 -0.97933 3.66251 -0.880 -0.582 -0.627 0.13
H 1.47138 -3.19252 3.24542 0.862 0.538 0.243 0.11
H 0.31678 -5.00243 2.38945 0.504 -1.274 -0.051 0.09
H -2.15177 -4.93373 2.04477 0.019 -0.203 -0.003 0.11
N 3.42302 4.70440 -2.34354 1.108 -0.260 -1.521 0.05
C 4.04931 3.73937 -3.07458 -0.044 0.796 0.579 -0.13
C 4.56351 2.57303 -2.50285 -0.961 1.819 -0.031 -0.08
C 4.55279 2.48263 -1.09941 -0.848 1.381 -1.340 -0.07
C 4.01488 3.51200 -0.32965 0.485 -0.207 -1.091 -0.06
C 3.48189 4.58804 -1.05292 -1.023 0.418 2.664 -0.21
H 4.22763 4.03617 -4.12064 -0.504 -0.679 0.362 0.11
H 4.84105 1.81549 -3.20547 0.624 -0.552 0.273 0.09
H 4.97091 1.62072 -0.73297 0.782 -1.910 1.373 0.07
H 4.00798 3.55017 0.75803 0.093 -0.225 -0.270 0.10
H 3.02264 5.38971 -0.41120 0.317 -0.528 -0.969 0.11
N -4.98200 -0.63519 -0.19469 0.535 0.709 -0.641 0.07
C -6.12971 -0.10763 -0.62716 -0.970 -1.845 2.515 -0.10
C -7.36607 -0.33661 0.09336 0.917 0.737 -2.113 -0.06
C -7.34322 -1.05624 1.25130 1.888 0.364 0.413 -0.09
C -6.07720 -1.47429 1.73261 -0.931 -0.153 -0.277 -0.06
C -4.93353 -1.28198 0.96355 -3.132 0.303 0.360 -0.15
H -6.04592 0.40244 -1.54300 -0.350 0.731 -0.967 0.07
H -8.33207 -0.00759 -0.31364 0.595 0.071 0.097 0.10
H -8.25713 -1.15255 1.78230 -0.510 -0.497 0.586 0.09
H -5.98296 -2.03408 2.65488 -0.084 0.051 0.054 0.10
H -4.10097 -1.75751 1.36437 2.064 -0.400 -0.025 0.05
N -0.99388 4.08005 1.21603 -1.077 0.091 -0.975 0.08
C -1.86848 4.14729 2.23732 1.721 -0.415 -0.501 -0.13
C -1.44653 4.51010 3.49753 -0.246 0.038 -0.567 -0.06
C -0.14074 4.91997 3.66410 -0.591 0.046 1.917 -0.08
C 0.68797 4.93489 2.59182 2.131 1.352 0.557 -0.10
C 0.23779 4.52380 1.38611 0.138 -0.496 -0.827 -0.17
H -2.86271 3.79699 2.04399 -0.413 -0.078 -0.082 0.10
H -2.14096 4.45120 4.29480 -0.409 0.079 0.821 0.09
H 0.17305 5.18559 4.67832 0.147 0.036 -0.464 0.12
H 1.70952 5.34623 2.62041 -0.473 -0.380 0.386 0.12
H 1.00008 4.55339 0.59224 -0.942 -0.351 -0.252 0.10
N 3.03206 -0.20990 -2.76309 -0.510 -0.009 -0.665 0.07
C 1.97692 0.59368 -2.80918 -0.932 0.728 -0.260 -0.16
C 0.96903 0.56609 -3.80837 0.643 0.738 1.027 -0.06
C 1.09992 -0.30231 -4.84805 0.199 0.006 -1.221 -0.07
C 2.26048 -1.09659 -4.85271 -1.731 -1.031 -1.658 -0.08
C 3.12632 -1.06551 -3.82489 1.038 0.474 1.875 -0.17
H 1.81435 1.44108 -2.10027 0.736 -1.055 -0.011 0.11
H 0.21300 1.33645 -3.70489 -0.282 -0.354 -0.302 0.10
H 0.41655 -0.29764 -5.72557 0.425 -0.120 0.944 0.11
H 2.36198 -1.84659 -5.65437 0.213 0.513 0.422 0.11
H 3.98055 -1.73163 -3.79416 0.039 -0.018 -0.033 0.10
N -2.29954 1.93478 6.25948 -1.160 -0.622 -0.306 0.08
C -3.24299 1.97834 7.20418 -0.319 0.050 -0.581 -0.17
C -4.56492 1.61221 6.97204 -1.114 -1.351 -0.187 -0.08
C -4.92636 0.90963 5.79772 2.212 0.893 -0.317 -0.04
C -3.90919 0.75416 4.79928 -1.037 1.458 3.028 -0.05
C -2.70682 1.36940 5.09018 0.894 0.327 0.278 -0.15
H -2.99665 2.33471 8.19341 0.340 0.266 0.016 0.10
H -5.31984 1.73747 7.77065 0.563 -0.006 -0.537 0.10
H -5.92165 0.57022 5.63526 -0.611 -0.255 -0.007 0.09
H -4.03541 0.31663 3.85385 -0.424 -0.605 -1.012 0.07
H -1.97512 1.42930 4.31474 0.510 -0.114 -0.306 0.06
C -1.16048 -2.43834 -2.79556 1.113 1.072 0.070 -0.03
O -1.66051 -3.65671 -3.31342 -0.486 -0.877 0.694 0.01
C -1.17522 -4.00004 -4.48486 0.768 1.424 -1.107 -0.64
O -0.95702 -3.20437 -5.38595 -0.120 -0.846 0.406 0.09
O -0.89633 -5.29177 -4.51487 -0.005 -0.557 -0.496 0.01
C -0.37574 -5.75340 -5.78461 -0.451 0.679 -0.569 -0.03
H -1.50251 -1.55458 -3.36201 0.128 -0.457 0.212 0.08
H -0.03760 -2.49028 -2.79961 -0.950 0.196 -0.013 0.10
H -1.50311 -2.36516 -1.76559 -0.123 -0.060 -0.085 0.09
H -1.12496 -5.49416 -6.59229 0.861 -0.648 0.838 0.11
H -0.17493 -6.82669 -5.66344 -0.315 0.460 -0.132 0.09
H 0.55667 -5.21362 -6.02689 -0.387 -0.259 0.201 0.09
C 1.92094 -2.78985 0.15536 -1.020 0.284 0.340 -0.01
O 3.15608 -3.40539 -0.26640 0.829 0.417 0.247 -0.02
C 3.15367 -3.89407 -1.51417 0.943 -1.356 0.198 -0.62
O 2.19647 -3.93213 -2.21106 -1.378 0.214 -1.243 0.12
O 4.34561 -4.46705 -1.83721 -0.020 -0.613 -0.781 -0.04
C 4.41570 -5.32538 -3.12410 -0.030 -0.273 1.973 0.03
H 2.01435 -2.09535 1.05472 0.743 -0.955 -1.382 0.10
H 1.21403 -3.58133 0.48596 0.457 0.426 -0.479 0.09
H 1.48222 -2.23964 -0.69793 0.199 -0.214 0.528 0.09
H 3.99054 -4.75072 -3.96132 0.301 -0.418 0.413 0.08
H 3.92124 -6.33340 -2.95218 -0.054 1.569 -0.115 0.10
H 5.49127 -5.62600 -3.21388 -0.875 1.036 -0.002 0.09
C -3.48812 2.93513 -0.80189 -1.278 -1.680 -1.944 0.03
O -4.25844 2.32546 -1.92767 -0.406 1.056 0.731 -0.04
C -3.75507 1.42986 -2.74989 4.417 -0.451 1.866 -0.66
O -2.59680 0.94190 -2.65950 -2.963 0.978 -0.576 0.04
O -4.65778 1.22473 -3.64031 -1.688 -0.987 -2.180 -0.02
C -4.48136 0.21418 -4.70052 -0.470 0.196 1.678 0.04
H -2.47214 2.91248 -1.14125 0.680 0.071 0.645 0.08
H -3.78669 2.28857 0.02017 0.700 0.316 0.423 0.09
H -3.91403 3.92199 -0.74966 0.108 0.320 0.280 0.09
H -4.83307 0.69973 -5.62090 0.144 -0.421 0.321 0.10
H -5.09962 -0.67482 -4.36541 0.804 0.988 -0.754 0.12
H -3.41950 0.01273 -4.67636 0.201 -0.457 -0.494 0.07
C -1.89829 -0.06168 -8.04815 -1.175 1.976 2.446 0.05
O -2.68988 1.20641 -7.86448 -0.281 -1.730 -1.335 0.00
C -2.27486 2.11000 -7.02770 0.131 -0.140 1.453 -0.67
O -1.25207 2.08846 -6.39690 0.918 -0.315 -0.124 0.10
O -3.23854 3.00803 -6.85000 -0.328 1.137 0.340 0.01
C -3.04339 3.86563 -5.68724 -0.006 -1.994 0.625 0.00
H -0.88121 0.24233 -8.05259 0.987 -0.141 0.016 0.07
H -2.23677 -0.36997 -8.98641 -0.391 -0.897 -1.226 0.07
H -2.14571 -0.73519 -7.18642 0.321 0.474 -0.980 0.11
H -3.79068 3.60562 -4.95356 -0.569 -0.268 0.068 0.08
H -3.17096 4.88506 -5.88448 0.113 1.372 -0.915 0.07
H -2.10308 3.61295 -5.21351 0.293 0.389 -0.234 0.09
C 5.06629 -6.13519 1.80075 0.166 1.041 0.815 0.01
O 4.88350 -4.75640 2.25224 -0.789 -0.803 0.211 0.00
C 5.58290 -3.86817 1.58781 1.444 0.949 -0.808 -0.66
O 6.50839 -4.08778 0.83112 -0.758 -0.482 0.308 0.10
O 5.19421 -2.61890 1.89846 0.772 0.288 -1.157 -0.03
C 5.80988 -1.61535 0.95995 0.057 -0.028 1.663 0.00
H 4.44807 -6.74863 2.45096 -0.006 0.111 -0.056 0.09
H 6.11346 -6.36763 1.92118 0.213 -0.321 -0.148 0.09
H 4.75998 -6.18820 0.77464 -0.083 -0.192 -0.520 0.08
H 6.91863 -1.69835 0.85067 -1.032 -0.435 0.215 0.10
H 5.61982 -0.69323 1.54380 -0.144 -0.262 -0.898 0.09
H 5.31499 -1.70244 -0.01328 0.052 0.225 0.354 0.09
C -0.75807 0.29184 0.57852 1.019 -0.472 -1.616 -0.05
O -0.90346 0.95890 1.78506 0.530 0.654 0.856 -0.02
C 0.19037 1.17692 2.50075 -0.901 0.465 3.341 -0.65
O 0.04418 1.50623 3.67269 0.504 0.052 -0.946 0.06
O 1.34985 0.93098 1.96113 0.866 -0.188 -1.452 -0.01
C 2.57366 0.81625 2.73979 -0.207 -0.893 0.280 0.01
H 0.03081 0.80188 -0.03248 -1.011 -0.509 0.092 0.12
H -1.74482 0.26615 0.14319 -0.078 0.190 -0.546 0.09
H -0.44917 -0.74195 0.76649 0.094 0.077 -0.161 0.08
H 3.07210 -0.08146 2.27345 -0.318 1.025 0.759 0.10
H 2.33968 0.68321 3.81617 0.010 -0.211 -0.723 0.10
H 3.20964 1.70549 2.68523 -0.367 -0.034 -0.402 0.09


74
Properties=species:S:1:pos:R:3:forces:R:3:lowdin_charge:R:1 method="wB97M-V/def2-TZVPD" homo_lumo_gap_ev=5.93 charge=0 e_lumo_ha=-0.1103 energy_ev=-55268.5416
C 1.39774 1.28415 3.71012 0.979 0.953 0.215 -0.11
N 0.98816 -0.03705 4.26206 -1.299 0.802 -0.619 -0.09
C -0.13533 -0.66106 3.47140 -1.046 -0.471 2.648 -0.14
N 0.35445 -1.80263 2.68033 2.100 -0.553 0.442 0.04
C 1.61455 -2.21647 3.22274 -0.942 2.255 -2.580 -0.19
N 1.79082 -2.95258 4.31870 -0.407 -0.016 0.376 0.22
N 2.66458 -1.72798 2.30743 -0.473 -1.169 1.512 0.16
C 2.03949 -2.02257 1.02064 -0.275 -1.045 -0.938 -0.35
F 2.02928 -3.47817 1.04380 0.216 0.855 0.328 -0.02
C 2.75640 -1.72710 -0.32586 0.221 0.963 -0.873 -0.07
C 2.88300 -0.21302 -0.76064 -0.585 0.637 -0.032 -0.16
C 3.12591 0.81738 0.40490 0.499 0.285 -1.021 -0.18
C 4.58986 0.73529 1.00699 -1.304 0.666 0.355 -0.25
O 5.44069 1.75905 0.46479 -0.251 -0.543 0.173 -0.08
C 0.49635 -1.72945 1.21717 -1.192 -1.578 -1.468 -0.12
C -0.18688 -0.61486 0.36916 1.664 0.695 0.475 -0.14
O -1.60446 -0.48732 0.58430 0.730 1.196 -0.343 -0.07
C -1.94721 0.78960 0.06174 -1.058 2.617 -1.776 -0.18
C -1.67530 1.07243 -1.35462 -0.405 0.178 1.378 0.04
C -1.93782 2.34400 -2.00154 0.130 -0.214 1.277 -0.21
C -1.54786 2.44951 -3.51174 -0.888 -0.379 0.222 -0.05
C -2.51152 3.42337 -1.19502 0.540 -2.644 1.008 -0.02
C -2.82132 3.12691 0.20516 0.458 -0.428 -0.721 -0.03
C -2.56381 1.84679 0.87160 1.081 -0.903 -1.483 -0.13
C -2.89063 1.53456 2.36360 -1.472 1.144 -0.084 -0.35
C -4.46056 1.82721 2.55292 1.005 -0.655 -0.847 -0.08
C -2.12876 2.48257 3.38046 0.157 -0.771 0.030 -0.08
H 0.72521 1.69474 2.91472 0.426 -0.526 0.644 0.07
H 1.42119 2.03057 4.55233 -0.009 -0.643 -0.894 0.10
H 2.44951 1.26987 3.29303 -1.082 -0.121 0.391 0.06
H 0.55416 0.18512 5.16583 0.460 -0.357 -0.373 0.11
H -0.74135 0.09567 2.91856 0.734 -0.992 -0.267 0.10
H -0.82648 -1.08400 4.26305 0.557 0.455 -0.941 0.15
H 2.31399 -2.63598 5.13250 0.568 -0.175 -0.826 0.14
H 1.45316 -3.91950 4.34446 -0.589 0.871 0.054 0.15
H 2.79558 -0.74593 2.57401 0.222 -0.157 -0.586 0.10
H 3.78575 -2.17880 -0.39586 -1.116 0.175 0.786 0.13
H 2.15916 -2.24377 -1.13541 0.405 0.443 1.074 0.12
H 3.70837 -0.09611 -1.52184 -0.774 -0.274 0.867 0.14
H 1.94950 0.11943 -1.30336 0.918 -0.508 0.502 0.10
H 3.03552 1.84472 -0.06064 0.013 -0.997 0.581 0.13
H 2.30987 0.75816 1.16894 0.755 -0.038 -0.509 0.06
H 4.50251 0.91110 2.11823 0.355 -0.579 -0.792 0.10
H 5.00431 -0.27288 0.76305 0.059 0.993 0.386 0.12
H 5.16841 2.62580 0.81056 0.016 -0.556 -0.146 0.09
H 0.01150 -2.69412 0.87632 0.495 1.080 0.092 0.18
H 0.28442 0.37860 0.62928 -0.401 -0.810 -0.287 0.13
H 0.08065 -0.82722 -0.70784 -0.416 -0.023 1.162 0.11
H -1.21075 0.22155 -1.92008 -0.564 1.144 0.297 0.11
H -1.81956 3.42849 -3.97752 0.311 -0.677 0.606 0.08
H -2.15198 1.66652 -4.05938 0.690 0.777 0.474 0.10
H -0.47553 2.20054 -3.69379 -0.879 0.308 0.278 0.07
H -2.69785 4.42476 -1.64189 0.094 -0.937 0.524 0.11
H -3.27717 3.96423 0.79766 0.500 -0.991 -0.515 0.11
H -2.77466 0.43976 2.59972 0.286 1.155 -0.476 0.12
H -4.98474 1.18769 1.78752 0.215 0.672 0.956 0.09
H -4.61837 2.90046 2.28087 -0.173 -0.904 0.523 0.07
H -4.78377 1.56539 3.59024 0.118 0.414 -0.863 0.08
H -1.13687 2.84730 2.98954 -1.175 -0.132 0.280 0.07
H -2.81969 3.31980 3.65548 0.933 -0.489 -0.281 0.08
H -1.90599 1.91112 4.32154 -0.262 0.525 -0.624 0.07
B -1.01997 -2.39289 -5.65558 -0.338 -0.271 -0.694 -0.87
O -0.35806 -3.09770 -6.76610 -0.563 0.222 0.300 0.23
C -1.30528 -3.45881 -7.63453 1.722 -0.751 -0.952 -0.40
O -1.10278 -4.05356 -8.65575 -0.207 0.154 0.233 0.16
C -2.62994 -3.00503 -7.12797 -1.978 0.512 0.456 -0.40
O -3.68874 -3.16760 -7.66672 0.339 -0.030 0.028 0.16
O -2.46032 -2.37743 -5.96200 0.614 -0.173 -0.146 0.23
O -0.75952 -3.07377 -4.36504 0.391 0.817 0.290 0.26
C -0.15839 -2.20517 -3.57461 -0.355 -2.004 0.826 -0.38
O 0.19699 -2.43491 -2.44003 0.021 0.357 -0.064 0.11
C 0.00913 -0.91157 -4.29622 0.210 1.679 -1.175 -0.40
O 0.52300 0.07895 -3.84246 0.098 -0.170 0.321 0.12
O -0.49392 -1.01614 -5.51344 0.171 -0.346 0.826 0.25


20
Properties=species:S:1:pos:R:3:forces:R:3:nbo_charge:R:1 method="wB97M-V/def2-TZVPD" homo_lumo_gap_ev=9.37 relative_energy_kcal_mol=18.7 smiles=CCSC.CC charge=0 e_lumo_ha=0.0362 energy_ev=-16246.4907
C 1.18313 2.06376 -1.44613 0.380 1.006 2.186 -0.61
C 2.16803 1.04220 -0.85698 -0.377 0.014 -0.618 -0.61
H 1.20936 2.99637 -0.83715 -0.007 -0.451 -0.288 0.20
H 1.44392 2.39536 -2.44680 -0.427 -0.490 -0.259 0.21
H 0.18883 1.65797 -1.24262 -0.140 0.196 -0.955 0.20
H 3.18454 1.43794 -0.74429 -0.228 -0.277 -0.103 0.21
H 2.11786 0.22010 -1.56886 0.666 -0.342 0.090 0.20
H 1.81289 0.62599 0.09279 0.159 0.364 -0.040 0.20
C -1.04990 -0.94456 0.08648 1.077 1.016 1.297 -0.50
C -2.00025 -0.66727 -1.06298 1.782 -1.068 -0.971 -0.63
C -0.56943 -1.37759 2.90415 1.125 -0.241 -0.195 -0.76
S -1.71138 -0.55935 1.77504 -0.274 -0.216 -0.564 0.16
H -0.56641 -1.90985 0.18016 -0.706 -0.703 -0.461 0.21
H -0.16245 -0.32458 -0.04390 -0.111 0.406 -0.010 0.20
H -1.35377 -0.81659 -1.95794 -0.370 -0.088 0.275 0.21
H -2.25917 0.38333 -1.18288 -0.723 -0.203 0.563 0.23
H -1.12760 -1.73138 3.75759 -0.159 0.359 0.408 0.23
H -0.05733 -2.27637 2.55899 -0.471 -0.212 -0.744 0.22
H 0.29705 -0.76357 3.18040 -0.559 0.309 0.264 0.21
H -2.74791 -1.45190 -1.14508 -0.637 0.621 0.125 0.22